1.
A molecular structure, C26H77AsF6O12 in a non-equilibrium geometry. Source: the OMol25 dataset; level of theory: ωB97M-V/def2-TZVPD.

```
122
Properties=species:S:1:pos:R:3:forces:R:3:mulliken_charge:R:1
O 14.19143 9.94952 9.21180 0.44 1.20 -0.07 -0.260
H 13.57472 9.29796 9.55347 -1.13 -1.54 0.13 0.063
H 14.18998 10.01972 8.25437 -0.26 -0.08 -0.64 0.403
H 15.08003 9.80913 9.54688 0.69 0.12 0.53 0.479
As 14.43818 12.61408 11.70981 -0.97 0.94 0.37 2.332
F 13.54707 13.22242 13.12944 0.79 -0.91 -1.28 -0.511
F 15.00711 14.29438 11.45479 -0.32 -1.74 -0.34 -0.436
F 15.34216 12.05387 10.27323 -0.48 0.41 0.93 -0.353
F 13.92359 10.92628 12.01767 0.32 1.16 -0.35 -0.525
F 12.97152 12.89628 10.66428 2.00 -0.57 1.27 -0.439
F 15.88518 12.33232 12.72818 -1.15 0.36 -0.77 -0.302
C 18.88785 12.37639 10.69983 -0.56 0.39 -0.76 -0.315
C 18.81146 13.90131 10.55118 -0.16 -0.12 0.83 0.282
O 19.96066 14.49554 11.08338 1.51 0.20 0.52 -0.613
H 18.74820 11.98704 11.70830 0.17 0.41 0.12 -0.172
H 19.79404 11.94405 10.27557 0.13 0.22 0.02 0.509
H 18.04785 11.98877 10.12342 -0.10 -0.22 -0.05 -0.165
H 18.00096 14.30862 11.15557 -0.74 -0.36 -0.30 -0.282
H 18.72333 14.28036 9.53302 -0.41 -0.59 -0.38 0.405
H 19.86602 15.44757 11.00424 0.08 0.05 0.08 0.351
C 17.02435 12.45369 7.00318 -1.25 1.08 -0.01 -0.097
C 17.77923 11.43490 6.24682 0.85 -0.15 -0.67 -0.491
O 16.94075 10.68132 5.38734 -0.74 -0.52 0.38 -0.533
H 16.23444 11.97304 7.58034 0.20 -0.14 0.52 -0.219
H 16.43861 13.16068 6.41567 0.31 -0.01 -0.55 0.305
H 17.65605 13.07186 7.64110 0.05 -0.32 0.18 0.060
H 18.26042 10.83029 7.01558 0.27 -0.49 -0.19 0.287
H 18.52920 11.81680 5.55414 0.45 0.63 0.58 0.355
H 17.51356 10.04730 4.94973 -0.14 -0.11 -0.15 0.314
C 18.39881 13.24934 14.82479 -0.51 0.02 -0.72 -0.035
C 19.17871 12.04828 15.27237 -0.44 0.70 0.03 -0.293
O 20.51170 12.47651 15.39657 0.93 -0.67 0.58 -0.591
H 17.36772 12.97373 14.60345 -0.16 0.31 0.08 -0.373
H 18.86236 13.56326 13.88955 -0.18 0.17 -0.33 0.097
H 18.46775 14.11606 15.48216 -0.14 -0.28 0.30 0.348
H 19.03755 11.24413 14.55021 0.24 -0.16 -0.09 0.193
H 18.81008 11.68307 16.23093 0.38 -0.01 0.19 0.292
H 20.80288 12.80790 14.54394 -0.01 0.03 -0.10 0.337
C 14.66818 6.12683 11.69019 0.55 0.50 1.27 -1.541
C 13.78158 7.34087 11.41594 0.85 -1.79 1.05 0.947
O 13.79605 7.41349 10.02394 -0.72 1.49 -1.60 -0.527
H 14.18176 5.17690 11.46858 -0.12 0.07 -0.06 0.461
H 15.00346 6.11534 12.72729 -0.17 -0.24 0.16 0.356
H 15.58503 6.22061 11.10821 -0.04 -0.05 -0.14 0.387
H 14.19433 8.25303 11.84688 0.04 0.08 -0.19 -0.314
H 12.79335 7.17275 11.84402 -0.24 0.20 -0.18 0.042
H 13.70972 6.52909 9.66066 -0.09 0.02 -0.07 0.293
C 11.42891 11.30118 8.41341 -0.48 -1.50 0.65 0.023
C 10.78112 9.94498 8.02080 -0.75 1.96 -0.27 -0.576
O 11.60471 8.89224 8.43982 0.88 -0.34 0.21 -0.389
H 12.44570 11.30457 8.02068 -0.12 0.58 -0.10 -0.111
H 11.45573 11.31912 9.50293 0.41 0.03 0.05 -0.102
H 10.84938 12.19143 8.16905 0.12 -0.22 -0.58 0.240
H 10.61943 9.91195 6.94337 0.04 -0.09 -0.18 0.405
H 9.80586 9.86299 8.50063 -0.14 0.03 0.06 0.332
H 11.16894 8.07421 8.18975 0.13 -0.17 0.12 0.247
C 10.49357 9.57161 11.87590 -0.52 0.47 -0.25 -0.440
C 10.18935 9.30534 13.32429 1.43 0.35 -0.07 -0.385
O 9.71158 7.99815 13.35328 -0.67 -1.17 0.52 -0.559
H 9.50589 9.64218 11.42028 0.14 0.18 -0.58 0.392
H 11.01719 8.73410 11.41492 0.02 -0.07 0.18 0.106
H 11.07765 10.47492 11.69986 -0.17 0.12 0.11 -0.090
H 9.48550 10.01073 13.76603 -0.11 0.18 -0.16 0.385
H 11.11024 9.33676 13.90658 0.21 0.32 0.19 0.194
H 9.75257 7.72426 14.27246 -0.24 -0.32 0.01 0.323
C 16.91484 9.47811 15.19419 0.09 -0.55 1.09 -0.890
C 16.49317 9.21214 13.79014 0.32 -0.25 0.35 0.293
O 17.27734 10.04948 12.96293 -0.17 -0.76 -0.89 -0.572
H 16.38447 8.86513 15.92292 -0.34 -0.02 0.02 0.494
H 16.74842 10.52501 15.44797 0.17 0.00 0.05 -0.143
H 17.95780 9.18925 15.32423 0.14 0.41 -0.06 0.328
H 15.40684 9.27008 13.72213 -0.22 0.73 -0.51 -0.201
H 16.70086 8.17193 13.53933 0.35 -0.04 -0.26 0.342
H 16.94251 10.94917 12.96895 -0.34 0.12 0.07 0.168
C 13.68259 14.13739 7.46645 0.59 0.55 1.36 -0.583
C 14.18797 15.57388 7.76801 -0.85 -0.50 -1.26 0.561
C 15.59165 15.73408 8.24510 0.73 -0.34 0.48 -1.010
O 14.09533 16.26247 6.52467 -0.56 0.93 -0.28 -0.619
H 13.80117 13.55939 8.38295 -0.04 -0.37 -0.01 -0.242
H 14.26884 13.68549 6.66633 -0.07 0.00 -0.07 0.507
H 12.62099 14.15822 7.22014 0.11 0.08 -0.19 0.232
H 13.48092 16.05710 8.44230 0.01 0.06 0.01 -0.044
H 15.80667 15.13583 9.13052 0.08 -0.08 0.01 0.009
H 15.85687 16.76873 8.46251 -0.37 0.07 0.08 0.336
H 16.25512 15.45141 7.42778 0.25 -0.35 0.02 0.336
H 14.77509 15.90998 5.94565 0.07 -0.04 -0.06 0.400
C 13.76545 16.87217 14.62067 0.35 0.47 0.19 -1.234
C 14.93397 17.05857 13.61909 -0.34 -2.55 0.44 0.441
C 15.99712 15.95143 13.97700 -0.09 1.20 -0.22 -1.082
O 14.48522 16.81726 12.28320 -0.02 0.94 0.18 -0.556
H 13.29725 15.89040 14.54982 0.03 -0.02 -0.50 0.160
H 13.00109 17.64593 14.54894 -0.02 -0.03 -0.24 0.361
H 14.13459 16.89965 15.64590 0.24 0.22 0.13 0.395
H 15.35553 18.06207 13.67716 0.00 -0.05 -0.08 0.329
H 16.69613 15.80298 13.15392 0.11 0.19 -0.06 0.180
H 15.54620 14.97648 14.16208 -0.27 0.13 0.12 0.026
H 16.56075 16.27529 14.85194 0.04 -0.20 0.11 0.613
H 14.62063 15.88715 12.08785 -0.08 -0.08 0.02 0.232
C 11.27830 15.39637 10.50142 -0.01 -0.75 -0.29 -0.679
C 10.26602 16.20915 9.73246 -0.33 -0.63 -0.51 0.579
C 9.23271 15.48851 8.83283 0.85 -0.59 -0.18 -1.364
O 9.51271 16.89369 10.68821 -0.18 1.16 0.74 -0.554
H 12.14644 15.97391 10.81903 -0.21 0.32 0.08 0.195
H 11.68112 14.61773 9.85369 -0.10 -0.19 0.12 -0.208
H 10.82077 14.96228 11.39043 0.03 -0.22 -0.07 0.536
H 10.88150 16.85185 9.10300 -0.26 0.57 -0.26 0.109
H 9.71747 14.79972 8.14096 0.16 -0.03 -0.17 0.221
H 8.68058 16.19764 8.21609 0.02 0.21 0.08 0.433
H 8.50313 14.89590 9.38475 0.12 0.12 0.35 0.320
H 8.92751 17.50010 10.22842 -0.12 0.13 0.07 0.340
C 12.93977 11.19769 16.14951 0.79 0.22 -0.29 -0.998
C 14.22754 11.36030 16.97998 -0.84 -0.25 -0.40 0.868
C 15.01381 12.60136 16.59402 -0.03 -0.24 0.26 -0.953
O 13.84144 11.36067 18.34936 0.17 0.63 0.49 -0.595
H 12.31780 12.08378 16.27637 -0.12 -0.08 0.24 0.287
H 12.40119 10.29685 16.44368 -0.13 0.01 0.02 0.478
H 13.15693 11.15232 15.08233 0.09 -0.18 -0.11 -0.057
H 14.89739 10.50397 16.90191 -0.03 -0.19 -0.67 -0.055
H 16.01098 12.50102 17.02261 0.06 0.40 0.01 0.239
H 14.54103 13.53073 16.91156 -0.05 -0.09 0.26 0.530
H 15.09744 12.67181 15.50952 0.07 -0.19 -0.07 -0.092
H 13.36940 10.53520 18.48120 -0.05 0.00 0.20 0.350
```
Positions in Å, forces in eV/Å.

***

2.
13 unconnected molecules or ions with the total composition C26H77O13 in a non-equilibrium geometry. Source: the OMol25 dataset; level of theory: ωB97M-V/def2-TZVPD.

```
116
Properties=species:S:1:pos:R:3:forces:R:3:mulliken_charge:R:1
C 0.52309 -0.39959 -0.16189 0.66 -0.15 -0.13 1.156
C -0.94096 -0.03247 -0.29348 -0.75 -0.15 -0.04 0.975
O -1.34155 1.09934 0.39457 0.20 0.53 0.31 2.481
H 1.20656 0.27707 -0.69246 -0.27 0.16 -0.02 -0.393
H 0.70490 -1.39794 -0.58218 -0.09 0.01 0.06 -0.595
H 0.87821 -0.40536 0.87296 -0.29 -0.06 0.04 -0.787
H -1.55556 -0.88212 0.06973 0.33 -0.17 -0.14 -1.056
H -1.19197 0.05103 -1.37378 0.14 -0.04 0.05 -0.398
C 3.98859 1.78079 -2.90378 -0.40 0.34 -0.08 -0.600
C 4.01455 0.28150 -2.72119 0.07 0.25 -0.16 0.336
O 5.13404 -0.09812 -1.90543 -0.25 0.06 -0.13 -0.583
H 4.94320 2.19856 -3.22114 0.09 -0.17 -0.01 0.410
H 3.67749 2.28325 -1.98751 0.19 -0.07 0.10 -0.233
H 3.22832 2.04755 -3.64567 0.08 -0.07 0.00 0.266
H 4.06962 -0.22072 -3.69070 0.06 -0.05 0.02 0.493
H 3.07179 -0.01349 -2.24991 0.14 -0.23 0.11 -0.401
H 5.57294 -0.85630 -2.29566 -0.05 -0.07 0.09 0.272
C -4.10947 3.44268 -2.83485 0.07 0.73 -0.23 -1.597
C -3.01473 2.53583 -2.30974 -0.28 0.06 -0.27 0.919
O -2.41117 3.13259 -1.19096 0.01 0.00 0.01 -0.631
H -4.65619 3.01110 -3.67624 -0.08 -0.22 0.17 0.363
H -3.69237 4.38265 -3.21930 0.16 -0.13 0.11 0.329
H -4.78785 3.74207 -2.03468 -0.11 -0.30 -0.01 0.390
H -2.27655 2.38903 -3.11420 -0.03 -0.14 0.05 -0.165
H -3.44995 1.56198 -2.05537 0.09 -0.01 0.04 -0.060
H -2.12530 2.40941 -0.59664 0.36 -0.08 0.02 0.304
C 2.90948 -2.96518 1.37910 0.20 0.20 -0.96 0.173
C 4.36909 -3.33684 1.23093 0.26 -0.05 0.76 -0.652
O 4.83928 -4.06209 2.38528 -0.03 -0.02 -0.20 -0.581
H 2.55685 -2.48809 0.45592 0.12 0.12 0.07 -0.405
H 2.81062 -2.22160 2.16917 -0.35 -0.24 0.22 0.230
H 2.28460 -3.84833 1.48841 0.00 0.03 0.50 0.296
H 4.98191 -2.43543 1.13935 -0.07 0.01 -0.36 0.320
H 4.55235 -4.00099 0.38795 -0.05 0.06 -0.10 0.335
H 4.96078 -3.42433 3.09421 -0.04 -0.02 0.03 0.319
C -5.67749 -0.60878 1.77482 -0.45 0.60 -0.11 -1.397
C -4.38273 0.16004 1.78709 0.51 0.09 -0.29 0.530
O -4.08891 0.55774 0.44864 -0.14 -0.35 -0.01 -0.572
H -5.59029 -1.53803 1.21287 0.02 -0.19 0.23 0.232
H -6.43027 0.00157 1.26331 0.04 -0.03 -0.02 0.313
H -6.05509 -0.74949 2.78939 0.11 -0.38 -0.03 0.413
H -3.55829 -0.45162 2.17274 -0.09 -0.03 0.07 -0.320
H -4.44127 1.04253 2.43268 -0.08 0.00 0.00 0.390
H -3.12246 0.70440 0.38756 0.12 0.31 0.11 0.043
C -0.63747 -3.91301 1.93611 -0.24 0.45 -0.34 -0.801
C -1.68359 -2.98146 2.52438 -0.22 -0.57 0.00 0.926
O -2.16323 -3.52702 3.76796 0.20 0.13 -0.18 -0.672
H 0.13451 -4.11228 2.67710 0.07 -0.19 -0.12 0.435
H -0.20448 -3.42158 1.05774 0.21 0.11 0.19 -0.197
H -1.08097 -4.82396 1.53012 0.00 -0.19 0.45 0.366
H -2.52642 -2.93536 1.82256 0.05 0.30 0.03 -0.103
H -1.28135 -1.98205 2.69314 -0.03 0.03 -0.12 -0.272
H -2.51855 -2.78617 4.26720 -0.05 -0.03 0.04 0.348
C 2.28833 4.33274 -0.63307 0.07 -0.45 -0.48 -1.640
C 1.07923 3.41822 -0.64418 -0.48 0.43 0.23 1.297
O 0.89188 2.91402 0.66596 0.32 -0.30 -0.04 -0.535
H 2.18892 5.06853 0.16129 0.05 0.07 0.00 0.400
H 2.37824 4.82360 -1.60618 -0.04 0.16 0.10 0.369
H 3.20721 3.75812 -0.49690 0.00 0.09 0.27 0.260
H 1.17261 2.61617 -1.38944 0.17 -0.05 0.08 -0.694
H 0.19638 4.00255 -0.94077 0.02 -0.10 -0.04 0.274
H 0.20774 2.21549 0.63997 -0.32 0.02 -0.12 -0.432
C 3.80749 0.67250 2.89001 -0.07 0.41 -0.22 -1.102
C 3.82597 0.83206 1.39124 -0.05 -0.21 -0.63 1.282
O 5.12446 0.53224 0.87825 -0.12 -0.15 0.22 -0.654
H 2.78727 0.82345 3.24299 0.02 0.00 0.11 0.111
H 4.45004 1.42547 3.34807 0.07 -0.16 0.15 0.405
H 4.13502 -0.33158 3.16056 0.08 0.03 0.09 0.215
H 3.54570 1.83455 1.05319 -0.18 0.07 0.38 -0.037
H 3.08192 0.14959 0.95718 0.09 0.00 -0.01 -0.591
H 5.02678 0.39171 -0.07403 0.26 -0.05 0.00 0.360
C -2.95984 -3.89803 -1.07841 -0.17 0.01 0.41 -1.078
C -3.47885 -2.47906 -1.15275 -0.44 -0.33 -0.33 1.333
O -4.84624 -2.51223 -1.58783 0.13 -0.04 0.20 -0.695
H -3.03121 -4.44346 -2.01846 0.08 0.13 -0.10 0.422
H -3.55205 -4.43422 -0.33195 0.03 -0.09 -0.06 0.336
H -1.93006 -3.88093 -0.71457 0.06 -0.08 -0.17 -0.050
H -2.90932 -1.88437 -1.87215 0.19 0.12 0.22 -0.165
H -3.41907 -2.04754 -0.15242 0.07 0.29 -0.14 -0.450
H -5.24235 -1.67430 -1.32701 0.03 0.07 -0.01 0.374
C 0.01530 0.41318 5.05246 0.14 0.09 0.40 -1.641
C -0.02486 0.62998 3.56434 -0.66 -0.55 -0.46 1.152
O -1.33953 0.33573 3.10402 0.19 0.03 0.14 -0.652
H -0.20673 -0.62459 5.31049 0.04 -0.04 -0.14 0.295
H -0.72471 1.02600 5.57036 0.05 0.13 -0.11 0.380
H 1.00895 0.65292 5.44222 -0.06 -0.01 0.05 0.368
H 0.66400 -0.07984 3.08173 0.23 0.23 0.04 -0.645
H 0.24486 1.64879 3.27172 0.17 0.02 0.11 0.262
H -1.38934 0.63223 2.16776 -0.05 0.08 -0.18 -0.448
C 1.95031 -3.03390 -3.01715 0.23 0.47 -0.73 -0.675
C 1.45508 -4.14262 -2.13363 0.24 0.03 0.15 0.598
O 1.38998 -5.32136 -2.93482 -0.27 0.03 0.02 -0.592
H 1.38672 -2.97475 -3.95223 -0.18 -0.25 0.11 0.297
H 2.98714 -3.20621 -3.31585 0.03 0.05 0.14 0.372
H 1.86024 -2.03883 -2.57775 0.12 -0.15 0.32 -0.054
H 0.49418 -3.85738 -1.69149 -0.11 -0.26 -0.11 -0.224
H 2.16485 -4.31114 -1.31530 -0.10 0.10 0.09 0.017
H 0.90540 -5.99982 -2.45693 0.02 0.01 0.05 0.325
C -0.31396 -0.18908 -4.74892 -0.33 0.00 -0.13 -1.088
C 0.38881 0.98177 -4.09031 0.13 -0.21 -0.12 1.397
O 1.18707 1.71518 -5.02112 -0.02 0.02 -0.03 -0.597
H 0.38610 -0.94543 -5.11391 0.08 0.04 0.07 0.370
H -0.90714 0.15184 -5.60113 0.07 0.07 0.01 0.367
H -1.01166 -0.67864 -4.06563 0.14 0.01 0.12 0.084
H 1.01254 0.63388 -3.25711 -0.06 0.02 0.03 -0.469
H -0.33546 1.68814 -3.69299 0.01 0.05 0.06 -0.403
H 1.67498 1.08566 -5.56179 -0.02 -0.01 0.03 0.341
C -2.23255 5.44847 2.99570 -0.15 0.01 0.16 -1.561
C -1.50264 4.27937 2.37942 -0.35 -0.15 -0.52 0.677
O -2.46307 3.27550 2.08144 -0.03 0.03 0.21 -0.619
H -3.05033 5.73615 2.33353 0.10 0.15 -0.06 0.338
H -1.54997 6.28837 3.14131 -0.07 0.05 0.01 0.387
H -2.68935 5.19411 3.95515 0.13 -0.08 0.02 0.342
H -0.71829 3.89224 3.03866 0.04 0.03 0.01 0.075
H -1.04174 4.60344 1.44175 0.22 0.03 0.12 -0.036
H -2.11766 2.69239 1.39117 0.06 -0.06 0.17 0.052
```
Positions in Å, forces in eV/Å.

Net charge: -1

***

Listing energy relative to the best compared isomer or geometry (same formula, charge and spin) for the structures above in their given order: 349.68; 0.00 kJ/mol.
Listing HOMO-LUMO gap for the structures above in their given order: 8.355; 8.188 eV.